No. 1
DFT (wB97M-V/def2-TZVPD) results for a molecular structure, C21H35NOP2Pt at a distorted geometry.

Calculated values
2S+1 ... 5
LUMO (alpha / beta) ... 0.60 / -0.73 eV
Calculated total energy ... -47700.9212 eV
Gap between HOMO and LUMO (alpha / beta) ... 0.214 / 0.211 hartree
Total charge ... 0
Expectation value of S² ... 6.0671

Element x y z (Å)
Pt (0.41083, 0.29863, 0.20869)
P (-1.20013, 1.14984, 1.72135)
P (1.93510, -0.35534, -1.59529)
N (-1.01972, 0.53439, -1.04973)
H (1.02765, 0.43812, 1.95775)
C (-0.78693, 2.86393, 2.15612)
H (-1.44366, 3.22209, 2.96245)
H (-0.93134, 3.49293, 1.26753)
H (0.25816, 2.95389, 2.47581)
C (-1.37450, 0.22995, 3.28408)
H (-2.09193, 0.74193, 3.94046)
H (-0.41287, 0.15297, 3.80287)
H (-1.73564, -0.78477, 3.07896)
C (-2.91294, 1.21137, 1.09607)
H (-3.61716, 1.38957, 1.91982)
H (-3.16799, 0.26221, 0.61248)
H (-3.01489, 2.01357, 0.35681)
C (3.16100, 0.92439, -2.05913)
H (3.81668, 0.58997, -2.87692)
H (3.77055, 1.19006, -1.18261)
H (2.60147, 1.81715, -2.38149)
C (2.79647, -1.91051, -1.15292)
H (3.47574, -2.22638, -1.95910)
H (2.05554, -2.70308, -0.97075)
H (3.36427, -1.73616, -0.22949)
C (1.06939, -0.71651, -3.17397)
H (1.79497, -1.07935, -3.91828)
H (0.59736, 0.20450, -3.54191)
H (0.29372, -1.47699, -3.01957)
C (-1.73513, 1.00527, -2.04301)
C (-2.46988, 2.83835, -3.50167)
C (-1.62835, 2.37574, -2.49756)
C (-2.70802, 0.15111, -2.67603)
C (-3.51807, 0.62640, -3.68649)
C (-3.40490, 1.96837, -4.09234)
H (-2.38742, 3.88432, -3.81995)
H (-0.87176, 2.99224, -1.99972)
H (-2.75618, -0.87317, -2.29057)
H (-4.23568, -0.05145, -4.15141)
H (-4.06104, 2.34459, -4.88253)
C (2.29346, 0.54945, 2.06508)
O (2.62763, 0.52893, 0.72227)
C (2.68415, 1.87580, 2.75248)
H (3.44323, 1.65067, 3.51478)
H (1.83946, 2.32811, 3.28085)
H (3.11973, 2.59783, 2.04003)
C (2.90875, -0.63047, 2.82883)
H (3.96733, -0.72849, 2.52344)
H (2.40610, -1.57998, 2.61950)
H (2.85829, -0.44034, 3.91299)
C (-0.96244, -4.41453, 0.80321)
C (-0.24957, -3.78381, 1.82612)
C (0.12389, -2.43206, 1.70178)
C (-0.18283, -1.74165, 0.52903)
C (-0.89667, -2.36501, -0.47754)
C (-1.29175, -3.70373, -0.35320)
H (-1.26340, -5.46068, 0.90958)
H (0.02272, -4.32838, 2.73226)
H (0.62708, -1.91355, 2.50635)
H (-1.16625, -1.79151, -1.36123)
H (-1.85169, -4.17073, -1.16545)

---

No. 2
DFT (wB97M-V/def2-TZVPD) results for 6 unconnected molecules or ions with the total composition C21H36Br2Cl10O5.

Calculated values
SMILES ... CC(=O)OCCC[C@@H]1OC(=O)O[C@@H]1[C@H](Br)[C@@H](C)Br.ClCCCl.ClCCCl.ClCCCl.ClCCCl.ClCCCl
LUMO ... 0.21 eV
Calculated total energy ... -297909.3865 eV
Gap between HOMO and LUMO ... 0.390 hartree
Total charge ... 0

Element x y z (Å)
C (4.55154, 3.11981, 0.10019)
C (4.61854, 2.03042, -0.93050)
O (4.78666, 0.87085, -0.68172)
O (4.48724, 2.50687, -2.18905)
C (4.04679, 1.58996, -3.20642)
C (2.53878, 1.71470, -3.45723)
C (1.71433, 0.54196, -2.91445)
C (1.51333, 0.52583, -1.39853)
O (1.75942, -0.83196, -0.93347)
C (0.57744, -1.44682, -0.73953)
O (0.43537, -2.52271, -0.27095)
O (-0.43785, -0.63342, -1.14905)
C (0.08159, 0.67055, -0.85214)
C (-0.86066, 1.85602, -1.16278)
Br (-2.53350, 1.27117, -1.95709)
C (-0.22515, 3.00875, -1.95065)
C (-0.39376, 3.01415, -3.46140)
Br (-0.99084, 4.68860, -1.26221)
H (3.96346, 2.76853, 0.94776)
H (5.56022, 3.32423, 0.46612)
H (4.13848, 4.04277, -0.29935)
H (4.34040, 0.57384, -2.93765)
H (4.59637, 1.86426, -4.10638)
H (2.22864, 2.66789, -3.01900)
H (2.37486, 1.78701, -4.53394)
H (0.75150, 0.45550, -3.42028)
H (2.25007, -0.37768, -3.16297)
H (2.17445, 1.21334, -0.87283)
H (0.23195, 0.69574, 0.23623)
H (-1.15970, 2.25058, -0.19798)
H (0.82312, 3.09964, -1.66304)
H (-0.26620, 2.01159, -3.87205)
H (0.34254, 3.67706, -3.91576)
H (-1.39173, 3.35837, -3.72467)
Cl (3.22255, 1.52534, -7.47432)
C (2.66484, -0.13953, -7.79460)
C (1.17678, -0.28306, -7.60363)
Cl (0.72032, -0.09147, -5.88977)
H (3.21318, -0.80149, -7.12932)
H (2.92573, -0.37343, -8.82511)
H (0.86200, -1.27812, -7.91248)
H (0.62687, 0.45933, -8.17589)
Cl (-2.78650, -4.40152, 4.17382)
C (-1.30630, -4.24352, 3.18680)
C (-1.60609, -4.28497, 1.71352)
Cl (-2.16953, -5.89977, 1.19090)
H (-0.62869, -5.04111, 3.48002)
H (-0.86219, -3.28414, 3.44473)
H (-0.70351, -4.05466, 1.15335)
H (-2.37684, -3.56668, 1.44662)
Cl (-4.29950, 0.86078, 5.99401)
C (-4.21766, -0.92192, 6.00667)
C (-2.84182, -1.42710, 6.35384)
Cl (-1.65641, -1.06993, 5.06982)
H (-4.52815, -1.27412, 5.02638)
H (-4.92946, -1.26985, 6.75300)
H (-2.87222, -2.51025, 6.45952)
H (-2.47153, -0.98345, 7.27425)
Cl (2.02365, 5.80116, 0.54246)
C (0.74203, 6.37395, 1.64116)
C (1.29499, 6.81320, 2.97244)
Cl (1.93742, 5.44230, 3.91410)
H (0.02523, 5.56474, 1.75542)
H (0.25343, 7.21363, 1.14974)
H (0.49943, 7.26334, 3.56357)
H (2.09944, 7.53350, 2.84863)
Cl (-6.48989, -9.43984, 4.69176)
C (-5.42861, -8.22086, 3.93374)
C (-4.54730, -7.52420, 4.93662)
Cl (-5.48162, -6.47572, 6.04098)
H (-6.06409, -7.51242, 3.40898)
H (-4.80609, -8.74452, 3.21054)
H (-3.84097, -6.88375, 4.41217)
H (-4.00065, -8.23729, 5.54831)

---

No. 3
DFT (wB97M-V/def2-TZVPD) results for a molecular structure, C21H36ClN4O2V at a distorted geometry.

Calculated values
LUMO (alpha / beta) ... -0.05 / -0.91 eV
Calculated total energy ... -70623.6036 eV
Gap between HOMO and LUMO (alpha / beta) ... 0.271 / 0.233 hartree
Total charge ... 0
Relative energy (zero: lowest compared OMol25 entry of this formula, charge and spin) ... 15.2 kcal/mol

Element x y z (Å)
V (0.24717, 0.53438, 0.27251)
N (-0.56211, -1.09801, 0.81986)
N (-1.39737, 0.96830, -0.62269)
N (1.87548, -0.58137, -0.05949)
N (1.00469, 0.75931, -1.55362)
H (-1.81527, -1.40176, -0.84107)
C (-1.46208, -1.93313, 0.04801)
H (-2.33969, -2.20153, 0.66479)
H (-0.95364, -2.85845, -0.27810)
H (0.39696, -2.76298, 1.69656)
C (-0.04747, -1.78933, 1.98116)
H (-0.86971, -1.97616, 2.69302)
H (0.70828, -1.17936, 2.49082)
C (-1.57765, 0.70848, -2.04438)
H (-1.33987, 1.59748, -2.65009)
H (-0.90985, -0.09818, -2.37402)
H (-2.61228, 0.38922, -2.25192)
H (-2.76773, 2.31601, 0.24163)
C (-2.65382, 1.23593, 0.05788)
H (-3.49391, 0.90011, -0.57602)
H (-2.72605, 0.71639, 1.02535)
C (2.99438, -1.07988, 0.70755)
H (2.62174, -2.04580, 1.10060)
C (3.34663, -0.19331, 1.90629)
H (2.46426, 0.16746, 2.44845)
H (3.98463, -0.79021, 2.57379)
H (3.92198, 0.68887, 1.58794)
C (4.29266, -1.33682, -0.07295)
H (4.98102, -1.86445, 0.60363)
H (4.14900, -1.95459, -0.96636)
H (4.77940, -0.39248, -0.36367)
H (2.66195, 3.22107, -3.25058)
C (2.67432, 2.28208, -2.68139)
H (3.36242, 2.44039, -1.84101)
H (3.06354, 1.49981, -3.34432)
C (1.24870, 2.02588, -2.20382)
H (0.60566, 2.01548, -3.10251)
C (0.79597, 3.20309, -1.34250)
H (-0.25060, 3.12558, -1.03377)
H (1.40581, 3.30051, -0.43652)
H (0.93418, 4.10739, -1.94481)
H (2.95388, 0.08917, -1.70728)
C (1.95228, -0.31796, -1.47110)
C (0.16330, -3.41946, -2.78916)
H (0.66393, -4.14399, -2.14659)
H (-0.68506, -3.76668, -3.37274)
C (0.49441, -2.10304, -2.81070)
H (-0.08226, -1.40983, -3.44512)
C (1.81955, -1.47496, -2.38635)
H (2.50161, -2.26493, -2.03239)
H (2.23553, -1.11969, -3.34215)
Cl (-4.76037, -0.25586, 5.49437)
C (-3.47362, 0.59326, 4.73989)
C (-3.74079, 1.79996, 4.08377)
C (-2.70438, 2.44509, 3.39064)
C (-1.44210, 1.85077, 3.32471)
C (-1.14569, 0.71628, 4.08141)
C (-2.17229, 0.06296, 4.77824)
C (-0.50995, 2.34296, 2.23863)
O (-0.67097, 3.42106, 1.67716)
O (0.45493, 1.47366, 1.93554)
H (-4.74089, 2.22296, 4.09299)
H (-2.86625, 3.39059, 2.88090)
H (-0.12549, 0.35083, 4.13599)
H (-1.98643, -0.84905, 5.32735)